Molecular formula: C21H59HfO25S4
Method: DFT, ωB97M-V/def2-TZVPD

Summary:
DFT total energy (eV): -118523.0125
Lowest unoccupied orbital energy (Eh): -0.510
Spin multiplicity: 1
Net charge: +3
Orbital gap (eV): 1.31

Each line ends with the Mulliken charge.
Atoms and positions in Å:
Hf 14.161 -16.250 -5.513  1.85
C 8.252 -13.467 -6.824  -1.15
C 9.096 -14.460 -7.677  0.74
C 9.142 -13.862 -9.062  -1.21
O 10.335 -14.661 -7.096  -0.28
H 8.761 -12.502 -6.815  0.40
H 8.144 -13.840 -5.806  0.35
H 7.201 -13.460 -7.112  0.38
H 8.553 -15.391 -7.838  0.19
H 9.706 -14.525 -9.717  0.35
H 9.541 -12.850 -9.130  0.39
H 8.139 -13.885 -9.489  0.39
O 5.714 -21.691 -9.819  -0.53
S 6.144 -20.336 -9.421  1.10
O 7.427 -19.716 -9.789  -0.59
O 4.884 -19.281 -9.866  -0.32
C 4.946 -17.912 -9.667  0.33
C 3.767 -17.319 -10.264  -1.54
C 5.882 -20.023 -7.581  -0.93
H 5.767 -17.437 -10.204  0.19
H 4.983 -17.665 -8.606  0.20
H 3.651 -16.253 -10.065  0.37
H 2.888 -17.822 -9.862  0.37
H 3.611 -17.472 -11.331  0.35
H 6.247 -19.031 -7.317  0.26
H 6.501 -20.762 -7.071  0.41
H 4.838 -20.149 -7.295  0.33
O 10.960 -8.330 -8.368  -0.58
S 11.894 -8.559 -9.475  1.08
O 12.813 -9.711 -9.456  -0.60
O 10.965 -8.612 -10.830  -0.27
C 11.609 -8.626 -12.128  -0.20
C 11.495 -9.951 -12.842  -1.07
C 13.026 -7.072 -9.628  -0.92
H 12.621 -8.225 -12.071  0.26
H 11.064 -7.877 -12.703  0.35
H 11.790 -9.956 -13.891  0.37
H 10.458 -10.286 -12.817  0.27
H 12.145 -10.634 -12.294  0.25
H 13.760 -7.375 -10.375  0.34
H 13.370 -6.849 -8.618  0.38
H 12.332 -6.311 -9.985  0.35
O 6.412 -17.106 -3.040  -0.61
S 5.019 -16.872 -2.610  1.05
O 4.804 -15.931 -1.489  -0.59
O 4.041 -16.463 -3.911  -0.25
C 3.196 -15.266 -3.712  -0.11
C 2.468 -14.973 -5.024  -1.23
C 4.357 -18.527 -2.181  -0.90
H 3.783 -14.358 -3.579  0.28
H 2.546 -15.526 -2.876  0.37
H 3.162 -14.816 -5.849  0.28
H 1.924 -14.049 -4.824  0.37
H 1.839 -15.763 -5.433  0.34
H 3.474 -18.341 -1.569  0.33
H 5.113 -19.021 -1.571  0.35
H 4.009 -19.039 -3.078  0.32
O 5.287 -7.873 -1.488  -0.56
S 6.563 -8.563 -1.386  1.05
O 6.806 -9.792 -2.121  -0.54
O 7.821 -7.468 -1.555  -0.26
C 8.978 -8.076 -2.045  0.00
C 9.934 -6.971 -2.413  -1.34
C 6.700 -9.012 0.478  -0.87
H 8.851 -8.581 -3.003  0.25
H 9.474 -8.764 -1.360  0.32
H 10.923 -7.339 -2.685  0.36
H 9.996 -6.274 -1.577  0.36
H 9.524 -6.302 -3.170  0.33
H 7.740 -8.853 0.764  0.31
H 6.352 -10.034 0.630  0.32
H 6.013 -8.342 0.994  0.34
O 11.464 -18.397 -4.023  -0.60
H 11.473 -19.225 -3.542  0.32
H 10.575 -18.063 -3.908  0.32
O 13.859 -17.795 -8.827  -0.61
H 13.158 -17.661 -9.465  0.32
H 14.614 -18.057 -9.353  0.33
O 11.412 -18.332 -12.168  -0.65
H 10.881 -19.011 -11.751  0.33
H 11.669 -18.711 -13.009  0.33
O 12.317 -14.651 -2.493  -0.62
H 12.785 -14.465 -1.679  0.33
H 11.420 -14.363 -2.326  0.31
O 14.829 -13.493 -8.143  -0.61
H 14.343 -12.700 -8.367  0.32
H 15.425 -13.625 -8.880  0.33
O 8.815 -13.597 -1.374  -0.62
H 8.102 -14.184 -1.122  0.33
H 8.450 -13.068 -2.084  0.31
C 4.953 -8.027 -7.790  -0.20
C 5.332 -6.692 -7.114  -0.26
O 4.130 -6.057 -6.915  -0.29
C 3.108 -6.964 -6.999  0.69
O 1.966 -6.675 -6.720  -0.44
O 3.571 -8.138 -7.449  -0.32
H 5.434 -8.935 -7.426  0.23
H 5.166 -7.868 -8.847  0.26
H 6.033 -6.125 -7.725  0.29
H 5.787 -6.749 -6.125  0.24
C 8.417 -15.102 -16.338  -0.27
C 7.696 -15.189 -14.969  -0.20
O 6.320 -15.256 -15.384  -0.31
C 6.176 -15.017 -16.698  0.67
O 5.106 -15.195 -17.269  -0.45
O 7.387 -14.701 -17.271  -0.30
H 8.866 -16.061 -16.597  0.26
H 9.201 -14.345 -16.333  0.28
H 7.878 -14.306 -14.356  0.21
H 7.980 -16.047 -14.359  0.26

***

Molecular formula: C21H59N3O10
Method: DFT, ωB97M-V/def2-TZVPD

Summary:
Energy relative to the best compared isomer or geometry (same formula, charge and spin) (kcal per mole): 111.5
DFT total energy (eV): -47671.8250
Lowest unoccupied orbital energy (Eh): 0.022
Spin multiplicity: 1
Net charge: 0
Orbital gap (eV): 9.57
SMILES: COCCNCCOC.COCCNCCOC.COCCNCCOC.CO.CO.CO.O

Each line ends with the Mulliken charge.
Atoms and positions in Å:
C -5.357 7.314 0.360  -0.67
O -4.844 6.306 1.197  -0.40
C -3.433 6.311 1.372  -0.79
C -2.667 6.018 0.080  -0.23
N -1.248 6.057 0.366  -0.26
C -0.428 6.377 -0.825  -0.52
C 1.004 5.907 -0.553  -0.63
O 1.122 4.692 0.121  -0.23
C 2.404 4.125 0.115  -0.48
H -5.256 7.256 -0.727  0.24
H -4.897 8.252 0.696  0.32
H -6.424 7.410 0.557  0.26
H -3.184 5.565 2.121  0.28
H -3.208 7.344 1.661  0.40
H -2.878 6.719 -0.729  0.48
H -3.042 5.047 -0.278  0.08
H -0.868 5.166 0.665  0.26
H -0.492 7.428 -1.100  0.42
H -0.777 5.785 -1.686  0.23
H 1.436 6.742 0.013  0.29
H 1.483 5.905 -1.538  0.45
H 2.375 3.054 -0.112  -0.06
H 2.999 4.202 1.027  0.29
H 2.971 4.516 -0.736  0.34
C -3.022 2.274 -2.590  -0.70
O -2.637 1.763 -1.325  -0.47
C -1.759 2.591 -0.572  0.46
C -1.389 1.898 0.709  -1.01
N -0.813 0.556 0.441  0.26
C -0.660 -0.181 1.691  -0.74
C 0.685 -0.070 2.431  0.09
O 0.781 -0.969 3.498  -0.30
C -0.018 -0.685 4.630  -0.75
H -4.111 2.374 -2.628  0.25
H -2.696 1.567 -3.350  0.26
H -2.645 3.296 -2.681  0.28
H -2.200 3.579 -0.394  -0.48
H -0.905 2.806 -1.225  0.29
H -2.302 1.779 1.309  0.29
H -0.685 2.479 1.308  0.46
H -1.491 0.202 -0.225  0.09
H -0.656 -1.201 1.284  0.09
H -1.519 0.034 2.336  0.66
H 0.867 0.944 2.814  0.39
H 1.450 -0.311 1.692  -0.18
H -0.291 -1.659 5.033  0.27
H -0.967 -0.213 4.359  0.33
H 0.501 -0.041 5.344  0.25
C -0.965 -2.802 -1.929  -0.67
O -0.494 -3.784 -1.021  -0.15
C -1.364 -4.797 -0.549  -0.47
C -0.506 -5.953 -0.076  -0.64
N -1.292 -7.116 0.347  -0.37
C -0.354 -8.115 0.929  -0.79
C 0.301 -9.043 -0.078  -0.44
O -0.702 -9.744 -0.822  -0.31
C -0.129 -10.820 -1.502  -0.76
H -0.261 -1.982 -1.790  0.01
H -1.965 -2.402 -1.733  0.35
H -0.940 -3.234 -2.931  0.33
H -1.953 -5.232 -1.365  0.27
H -2.010 -4.351 0.213  0.34
H 0.345 -5.639 0.541  0.40
H -0.007 -6.286 -0.995  0.21
H -1.845 -6.846 1.156  0.29
H -1.067 -8.704 1.521  0.43
H 0.344 -7.717 1.672  0.41
H 0.866 -9.819 0.440  0.43
H 0.934 -8.459 -0.752  0.30
H 0.561 -11.456 -0.936  0.30
H 0.423 -10.458 -2.383  0.30
H -0.887 -11.481 -1.926  0.26
C 3.829 1.841 -3.153  -0.20
O 5.048 1.880 -3.846  -0.54
H 2.949 1.595 -3.763  0.34
H 3.710 1.079 -2.372  0.03
H 3.612 2.813 -2.713  0.09
H 5.132 1.078 -4.368  0.31
C 4.604 1.212 0.826  -0.13
O 5.069 2.528 0.554  -0.50
H 5.041 0.948 1.793  0.37
H 3.523 1.215 0.972  -0.21
H 4.869 0.543 0.007  0.30
H 5.895 2.520 0.067  0.28
C 2.297 -3.360 0.616  -0.39
O 1.765 -3.241 1.931  -0.47
H 3.191 -4.002 0.695  0.40
H 1.697 -3.902 -0.105  0.14
H 2.711 -2.421 0.240  0.09
H 2.434 -2.775 2.438  0.27
O 1.775 -0.048 -0.956  -0.66
H 1.020 0.008 -0.339  0.21
H 2.484 0.420 -0.507  0.10

***

Look up the DFT total energy of the second one.
-47671.8250 eV